# 1
C27H29FN5SSiTi as an isolated structure. Source: the OMol25 dataset; level of theory: the ωB97M-V functional and the def2-TZVPD basis.

Cartesian coordinates (Å):
Ti (-0.484, -0.359, -0.695)
N (2.052, 2.085, 1.389)
C (1.080, 1.181, 1.230)
S (1.465, -0.508, 1.055)
N (-0.172, 1.615, 1.184)
N (-0.976, 0.492, 1.115)
C (-1.544, -0.041, 2.126)
C (-1.612, 0.577, 3.460)
C (-2.054, 1.891, 3.598)
C (-2.102, 2.472, 4.854)
C (-1.687, 1.755, 5.969)
C (-1.227, 0.454, 5.831)
C (-1.196, -0.141, 4.580)
C (-1.970, -1.425, 1.849)
C (-2.811, -2.141, 2.682)
C (-3.095, -3.462, 2.369)
C (-2.515, -4.014, 1.242)
C (-1.701, -3.222, 0.448)
N (-1.430, -1.948, 0.729)
H (3.009, 1.786, 1.424)
H (1.814, 3.036, 1.621)
H (-2.358, 2.451, 2.724)
H (-2.457, 3.488, 4.963)
H (-1.718, 2.215, 6.947)
H (-0.890, -0.098, 6.698)
H (-0.819, -1.150, 4.467)
H (-3.231, -1.663, 3.555)
H (-3.753, -4.046, 2.998)
H (-2.689, -5.043, 0.963)
H (-1.251, -3.630, -0.446)
C (-1.428, -0.292, -2.869)
C (-2.206, -1.194, -2.126)
C (-2.856, -0.475, -1.098)
C (-2.461, 0.870, -1.194)
C (-1.576, 0.982, -2.285)
H (-0.783, -0.533, -3.699)
H (-2.282, -2.255, -2.307)
H (-3.530, -0.885, -0.364)
H (-2.767, 1.675, -0.544)
H (-1.102, 1.886, -2.620)
C (3.438, 2.089, -1.617)
Si (1.699, 1.817, -2.283)
C (0.639, 3.225, -1.625)
C (1.657, 1.943, -4.148)
N (1.144, 0.190, -1.801)
C (1.970, -0.868, -2.154)
C (3.214, -0.811, -2.814)
C (3.935, -1.956, -3.110)
C (3.471, -3.224, -2.782)
C (2.240, -3.334, -2.154)
C (1.575, -2.170, -1.889)
F (0.293, -2.261, -1.296)
H (4.176, 2.211, -2.413)
H (3.756, 1.249, -0.996)
H (3.465, 2.994, -1.010)
H (-0.081, 3.592, -2.359)
H (1.319, 4.057, -1.428)
H (0.108, 3.012, -0.698)
H (2.061, 2.910, -4.462)
H (0.630, 1.886, -4.520)
H (2.233, 1.164, -4.646)
H (3.631, 0.141, -3.101)
H (4.887, -1.851, -3.614)
H (4.047, -4.107, -3.018)
H (1.807, -4.288, -1.884)

Summary:
Energy above the lowest of the compared OMol25 structures with the same formula, charge and spin in kcal per mole: 27.03
Total energy in Eh: -2956.9737
Total charge: +1
Kohn-Sham gap in eV: 6.448
Lowest unoccupied orbital energy in hartree: -0.13623
Spin multiplicity: 1

These are the Löwdin partial charges, in e, on atoms 1 to 8: atom 1 (Ti): 0.939, atom 2 (N): 0.129, atom 3 (C): -0.829, atom 4 (S): 0.768, atom 5 (N): 0.033, atom 6 (N): -0.158, atom 7 (C): -0.172, atom 8 (C): -0.170

# 2
C27H29IrN5O4S as an isolated structure in a non-equilibrium geometry. Source: the OMol25 dataset; level of theory: the ωB97M-V functional and the def2-TZVPD basis.

Cartesian coordinates (Å):
Ir (0.293, -0.396, -0.303)
O (2.323, -0.505, -0.084)
C (3.241, 0.277, 0.417)
C (4.307, -0.368, 1.098)
C (5.363, 0.350, 1.574)
C (5.415, 1.759, 1.430)
C (4.398, 2.406, 0.804)
C (3.282, 1.692, 0.283)
C (2.281, 2.417, -0.378)
N (1.168, 1.881, -0.807)
N (0.376, 2.638, -1.541)
C (-0.752, 1.988, -1.825)
O (-0.912, 0.743, -1.525)
C (-1.804, 2.699, -2.554)
C (-1.762, 4.089, -2.662)
C (-2.766, 4.755, -3.342)
C (-3.805, 4.041, -3.925)
C (-3.848, 2.656, -3.827)
C (-2.853, 1.986, -3.138)
H (4.262, -1.444, 1.195)
H (6.177, -0.161, 2.072)
H (6.264, 2.308, 1.813)
H (4.417, 3.483, 0.692)
H (2.400, 3.488, -0.529)
H (-0.943, 4.636, -2.216)
H (-2.738, 5.833, -3.423)
H (-4.581, 4.566, -4.466)
H (-4.655, 2.105, -4.290)
H (-2.879, 0.908, -3.064)
C (-0.568, 1.717, 4.418)
N (-0.476, 0.291, 4.109)
C (-0.538, -0.740, 5.030)
C (-0.391, -1.891, 4.362)
N (-0.260, -1.564, 3.002)
C (-0.294, -0.214, 2.882)
S (-0.190, 0.815, 1.530)
C (0.016, -2.534, 2.006)
C (-0.266, -3.860, 2.283)
C (0.292, -4.839, 1.482)
C (1.132, -4.459, 0.448)
C (1.265, -3.116, 0.173)
N (0.673, -2.148, 0.903)
H (-0.775, 1.820, 5.479)
H (-1.374, 2.169, 3.844)
H (0.372, 2.207, 4.172)
H (-0.657, -0.555, 6.083)
H (-0.333, -2.901, 4.721)
H (-0.881, -4.121, 3.130)
H (0.105, -5.884, 1.693)
H (1.649, -5.187, -0.162)
H (1.867, -2.769, -0.651)
C (0.535, -0.975, -3.412)
O (0.289, -1.651, -2.154)
C (-0.870, -2.517, -2.189)
C (-2.110, -1.812, -1.712)
O (-1.881, -1.441, -0.344)
C (-3.015, -0.767, 0.220)
H (0.675, -1.726, -4.189)
H (1.448, -0.400, -3.284)
H (-0.293, -0.315, -3.663)
H (-0.654, -3.347, -1.522)
H (-0.994, -2.908, -3.199)
H (-2.969, -2.484, -1.778)
H (-2.317, -0.916, -2.296)
H (-3.892, -1.409, 0.135)
H (-3.190, 0.179, -0.297)
H (-2.799, -0.578, 1.267)

Summary:
Energy above the lowest of the compared OMol25 structures with the same formula, charge and spin in kcal per mole: 59.70
Total energy in Eh: -2122.9343
Total charge: +2
Kohn-Sham gap (alpha / beta) in eV: 6.674 / 5.648
Lowest unoccupied orbital energy (alpha / beta) in hartree: -0.23609 / -0.28084
Spin multiplicity: 2

These are the Löwdin partial charges, in e, on atoms 1 to 8: atom 1 (Ir): 1.304, atom 2 (O): -0.209, atom 3 (C): -0.299, atom 4 (C): 0.003, atom 5 (C): -0.029, atom 6 (C): -0.048, atom 7 (C): -0.017, atom 8 (C): -0.133

# 3
The molecule C27H29N5O3. Source: the OMol25 dataset; level of theory: the ωB97M-V functional and the def2-TZVPD basis.

Cartesian coordinates (Å):
C (-4.440, 2.020, -2.092)
O (-3.639, 1.918, -0.939)
C (-3.493, 0.695, -0.355)
C (-2.702, 0.660, 0.795)
C (-2.485, -0.528, 1.457)
C (-3.054, -1.712, 0.996)
C (-2.739, -3.025, 1.670)
N (-1.356, -3.370, 1.418)
C (-0.931, -3.779, 0.167)
O (-1.629, -4.118, -0.759)
N (0.447, -3.739, 0.197)
C (0.883, -3.265, 1.414)
C (2.141, -2.966, 1.885)
C (2.240, -2.463, 3.181)
C (3.578, -2.016, 3.679)
O (4.134, -2.467, 4.659)
N (4.153, -1.053, 2.907)
C (3.537, -0.355, 1.849)
C (2.252, 0.162, 1.988)
C (1.625, 0.782, 0.932)
C (2.257, 0.928, -0.311)
N (1.608, 1.573, -1.340)
C (0.202, 1.367, -1.604)
C (-0.432, 2.682, -2.048)
N (0.225, 3.131, -3.261)
C (-0.401, 4.313, -3.810)
C (1.635, 3.339, -2.998)
C (2.292, 2.041, -2.521)
C (3.571, 0.457, -0.419)
C (4.197, -0.171, 0.641)
C (1.112, -2.327, 3.986)
C (-0.158, -2.599, 3.501)
C (-0.267, -3.041, 2.196)
C (-3.834, -1.673, -0.148)
C (-4.061, -0.484, -0.821)
H (-4.039, 1.420, -2.915)
H (-4.424, 3.073, -2.370)
H (-5.473, 1.717, -1.891)
H (-2.272, 1.585, 1.149)
H (-1.861, -0.540, 2.340)
H (-2.890, -2.970, 2.749)
H (-3.364, -3.819, 1.253)
H (1.026, -3.977, -0.589)
H (3.018, -3.103, 1.272)
H (5.115, -0.827, 3.126)
H (1.745, 0.084, 2.937)
H (0.634, 1.182, 1.082)
H (-0.308, 0.980, -0.724)
H (0.085, 0.636, -2.419)
H (-1.492, 2.528, -2.253)
H (-0.339, 3.425, -1.235)
H (-1.446, 4.093, -4.024)
H (0.097, 4.581, -4.741)
H (-0.357, 5.176, -3.127)
H (2.118, 3.667, -3.922)
H (1.789, 4.118, -2.228)
H (3.336, 2.251, -2.288)
H (2.243, 1.296, -3.330)
H (4.110, 0.552, -1.348)
H (5.205, -0.541, 0.521)
H (1.237, -1.970, 4.997)
H (-1.026, -2.456, 4.126)
H (-4.262, -2.586, -0.532)
H (-4.674, -0.495, -1.708)

Summary:
Energy above the lowest of the compared OMol25 structures with the same formula, charge and spin in kcal per mole: 16.70
Total energy in Eh: -1545.8285
Total charge: 0
Kohn-Sham gap in eV: 8.147
Lowest unoccupied orbital energy in hartree: 0.02436
Spin multiplicity: 1
SMILES string: COc1ccc(Cn2c(=O)[nH]c3cc(C(=O)Nc4ccc(N5CCN(C)CC5)cc4)ccc32)cc1

These are the Löwdin partial charges, in e, on atoms 1 to 8: atom 1 (C): -0.092, atom 2 (O): -0.104, atom 3 (C): -0.279, atom 4 (C): -0.013, atom 5 (C): -0.023, atom 6 (C): -0.206, atom 7 (C): -0.070, atom 8 (N): 0.045